--- A ---
Computed, not measured: the ion C4H11BrNO with charge +1, with wB97M-V/def2-TZVPD.

Values from the calculation:
SMILES = CC[NH2+][C@](C)(O)Br
Net charge = +1
Frontier orbital gap = 11.67 eV

Last column: natural (NBO) charge in e.
Geometry (Å):
1 C -0.64520 -0.10539 -2.49034  -0.62
2 C 0.07713 -0.22555 -1.15898  -0.24
3 N -0.81388 0.12062 -0.03852  -0.58
4 C -0.04911 -0.09880 1.57958  0.47
5 C 1.22721 0.67264 1.61434  -0.73
6 O -0.01113 -1.41897 1.69359  -0.69
7 Br -1.45901 0.68143 2.72831  0.08
8 H -1.45628 -0.82478 -2.56992  0.23
9 H -1.04282 0.89615 -2.63101  0.22
10 H 0.05643 -0.30034 -3.29602  0.25
11 H 0.93128 0.45360 -1.13965  0.22
12 H 0.42581 -1.24961 -1.00901  0.22
13 H -1.62280 -0.50637 -0.00296  0.43
14 H -1.14638 1.08642 -0.09880  0.43
15 H 1.57739 0.70197 2.64764  0.28
16 H 1.08576 1.70269 1.29658  0.26
17 H 1.99685 0.20012 1.00594  0.24
18 H 0.86874 -1.78583 1.86921  0.52

---

--- B ---
Computed, not measured: a structure of composition C4H11BrNO, with wB97M-V/def2-TZVPD.

Values from the calculation:
Net charge = +1
Frontier orbital gap (spin up / spin down) = 8.73 / 7.74 eV

Last column: natural (NBO) charge in e.
Geometry (Å):
1 C 0.43699 -1.26620 0.60261  -0.75
2 C 1.49804 -1.25371 -1.72108  -0.72
3 C -0.62570 1.08265 -0.73719  0.17
4 C 1.31420 -0.66790 -0.37995  0.04
5 N -0.01115 2.06903 0.20822  -0.78
6 O -1.58278 0.29477 -0.06790  -0.66
7 Br 2.63359 0.58858 0.09882  0.20
8 H 0.79146 -1.04170 1.61367  0.24
9 H -0.65187 -1.00290 0.50030  0.29
10 H 0.55139 -2.28132 0.41858  0.24
11 H 0.70919 -1.88351 -2.12356  0.25
12 H 1.81196 -0.46374 -2.46399  0.25
13 H 2.39598 -1.93975 -1.62239  0.25
14 H -0.63981 1.48978 -1.68810  0.19
15 H -0.47129 2.29848 1.04449  0.44
16 H 1.09242 1.71373 0.42558  0.39
17 H 0.11822 3.02167 -0.42476  0.45
18 H -2.08879 -0.16172 -0.69622  0.51

---

Least stable = B